[1]
A cluster of 10 separate species, C29H75N14O11 in total, computed with ωB97M-V with the def2-TZVPD basis set.

Geometry (Å):
1 C -16.50 8.95 29.16
2 C -17.25 7.92 30.08
3 C -18.37 8.59 30.70
4 O -17.55 6.64 29.50
5 H -15.55 8.46 28.91
6 H -16.17 9.81 29.74
7 H -17.07 9.55 28.46
8 H -16.51 7.82 30.87
9 H -18.60 8.07 31.64
10 H -19.24 8.67 30.05
11 H -18.01 9.58 30.95
12 C -17.46 11.62 32.69
13 C -16.14 11.81 33.35
14 C -16.00 13.40 33.53
15 C -16.87 14.03 34.63
16 C -16.67 13.23 35.89
17 C -16.89 11.65 35.84
18 N -16.12 11.12 34.70
19 O -16.03 9.78 34.59
20 C -16.20 11.17 37.16
21 C -18.37 11.15 35.86
22 C -14.95 11.42 32.47
23 H -18.17 12.38 33.03
24 H -17.94 10.65 32.85
25 H -17.23 11.75 31.64
26 H -14.93 13.59 33.65
27 H -16.16 13.84 32.55
28 H -17.93 13.99 34.37
29 H -16.48 15.01 34.88
30 H -17.40 13.74 36.53
31 H -15.75 13.55 36.38
32 H -16.50 11.87 37.94
33 H -16.55 10.26 37.65
34 H -15.12 11.31 37.13
35 H -18.35 10.06 35.77
36 H -18.86 11.24 36.82
37 H -18.85 11.78 35.12
38 H -14.66 12.00 31.59
39 H -15.00 10.45 32.00
40 H -14.11 11.36 33.17
41 H -15.10 9.62 34.41
42 C -10.29 10.56 30.85
43 C -9.67 10.84 29.45
44 C -9.18 9.64 28.68
45 C -10.34 8.67 28.41
46 C -11.26 9.31 27.37
47 C -11.77 10.65 27.89
48 N -10.59 11.43 28.47
49 O -10.90 12.82 28.73
50 C -12.31 11.47 26.71
51 C -12.89 10.47 28.90
52 C -8.37 11.73 29.63
53 H -10.87 11.48 30.85
54 H -9.47 10.58 31.57
55 H -10.90 9.66 30.97
56 H -8.67 9.94 27.76
57 H -8.46 9.00 29.21
58 H -10.79 8.37 29.36
59 H -9.85 7.76 28.05
60 H -12.04 8.56 27.33
61 H -10.76 9.32 26.40
62 H -11.69 11.46 25.81
63 H -13.32 11.17 26.43
64 H -12.48 12.52 26.92
65 H -12.59 10.68 29.93
66 H -13.68 11.22 28.86
67 H -13.52 9.60 28.73
68 H -7.68 11.06 30.12
69 H -8.55 12.63 30.22
70 H -8.00 12.11 28.67
71 H -10.23 13.31 28.24
72 C -15.21 6.66 26.78
73 C -14.84 5.57 25.75
74 O -14.85 6.04 24.42
75 O -14.70 8.04 26.54
76 H -14.87 6.44 27.79
77 H -16.29 6.85 26.77
78 H -15.48 4.69 25.80
79 H -13.86 5.14 25.98
80 H -14.01 6.51 24.36
81 H -15.21 8.79 26.86
82 C -18.95 4.39 31.90
83 O -19.87 5.01 31.39
84 N -19.16 3.29 32.61
85 N -17.73 4.56 31.70
86 H -20.08 3.09 32.97
87 H -18.34 3.05 33.15
88 H -17.52 5.31 31.05
89 H -17.06 3.90 32.07
90 C -22.29 7.73 30.46
91 O -21.64 7.10 29.72
92 N -21.87 8.17 31.63
93 N -23.56 7.97 30.52
94 H -22.63 8.38 32.27
95 H -20.88 8.26 31.83
96 H -24.09 7.38 29.90
97 H -23.89 8.31 31.42
98 C -16.96 6.23 34.82
99 O -17.79 5.37 35.03
100 N -16.47 6.63 33.73
101 N -16.48 6.93 35.78
102 H -16.73 6.11 32.90
103 H -15.74 7.32 33.71
104 H -15.89 7.74 35.64
105 H -16.81 6.66 36.70
106 C -19.67 8.63 26.56
107 O -18.91 7.72 26.85
108 N -20.66 8.59 25.76
109 N -19.53 9.79 27.16
110 H -21.18 9.43 25.58
111 H -21.14 7.71 25.65
112 H -18.78 9.92 27.82
113 H -20.02 10.59 26.79
114 C -12.86 5.69 31.61
115 O -13.14 4.78 30.81
116 N -13.66 6.60 31.97
117 N -11.67 5.85 32.17
118 H -13.40 7.43 32.48
119 H -14.61 6.46 31.64
120 H -11.76 6.42 33.00
121 H -10.94 5.21 31.91
122 C -16.40 3.50 28.46
123 O -17.36 3.85 27.88
124 N -16.00 4.10 29.49
125 N -15.49 2.69 27.95
126 H -15.13 3.81 29.91
127 H -16.46 4.99 29.60
128 H -15.69 2.24 27.07
129 H -14.65 2.55 28.49

Its spin multiplicity is 2. For the HOMO-LUMO gap (spin up / spin down), the calculation gives 7.9198 / 6.8809 eV. The calculation puts the HOMO energy (spin up / spin down) at -0.309 / -0.309 Ha. As for the expectation value of S²: 0.75.

***

[2]
A cluster of 11 separate species, C29H77N3O11 in total, computed with ωB97M-V with the def2-TZVPD basis set.

Geometry (Å):
1 C -3.20 9.08 -0.66
2 C -2.08 8.32 -1.29
3 C -1.49 9.12 -2.51
4 C -0.85 8.35 -0.27
5 C -1.01 7.26 0.80
6 C -1.25 5.93 0.21
7 C -2.49 5.84 -0.69
8 C -2.43 4.59 -1.53
9 C -3.81 5.91 0.09
10 N -2.39 6.96 -1.72
11 O -3.41 6.87 -2.59
12 H -3.65 8.52 0.16
13 H -2.89 10.06 -0.29
14 H -4.01 9.17 -1.39
15 H -1.24 10.16 -2.29
16 H -0.70 8.61 -3.06
17 H -2.35 9.12 -3.19
18 H 0.08 8.23 -0.82
19 H -0.72 9.33 0.18
20 H 0.00 7.14 1.20
21 H -1.63 7.51 1.66
22 H -1.25 5.16 0.98
23 H -0.39 5.68 -0.41
24 H -2.09 3.69 -1.02
25 H -1.68 4.68 -2.31
26 H -3.39 4.33 -1.98
27 H -3.95 5.01 0.69
28 H -4.70 6.10 -0.51
29 H -3.81 6.62 0.91
30 H -2.95 6.74 -3.43
31 C 5.37 0.66 1.75
32 C 4.19 1.30 0.97
33 C 2.98 0.34 0.92
34 C 3.67 2.55 1.77
35 C 4.63 3.74 1.82
36 C 4.96 4.09 0.30
37 C 5.52 2.87 -0.52
38 C 5.53 3.24 -1.96
39 C 6.95 2.66 0.08
40 N 4.63 1.71 -0.33
41 O 4.86 0.70 -1.28
42 H 6.11 1.23 2.30
43 H 4.98 0.04 2.56
44 H 5.85 -0.07 1.09
45 H 2.11 0.88 0.53
46 H 3.24 -0.42 0.19
47 H 2.67 0.00 1.91
48 H 2.71 2.89 1.37
49 H 3.35 2.26 2.78
50 H 4.15 4.51 2.43
51 H 5.52 3.37 2.32
52 H 5.64 4.95 0.29
53 H 4.03 4.39 -0.17
54 H 6.10 4.15 -2.14
55 H 4.50 3.46 -2.24
56 H 6.01 2.47 -2.57
57 H 7.52 3.55 -0.21
58 H 7.45 1.78 -0.32
59 H 7.05 2.57 1.16
60 H 5.63 0.22 -0.97
61 C -2.71 -10.31 2.45
62 C -1.71 -9.47 3.26
63 C -1.62 -10.04 4.63
64 C -0.22 -9.82 2.80
65 C 0.34 -8.96 1.64
66 C -0.01 -7.49 1.88
67 C -1.54 -7.18 2.10
68 C -1.61 -5.65 2.33
69 C -2.38 -7.48 0.77
70 N -1.98 -8.01 3.25
71 O -3.25 -7.73 3.68
72 H -3.74 -10.07 2.73
73 H -2.63 -10.10 1.38
74 H -2.71 -11.38 2.66
75 H -1.28 -11.07 4.64
76 H -1.00 -9.50 5.35
77 H -2.56 -9.99 5.17
78 H 0.45 -9.59 3.62
79 H -0.11 -10.84 2.42
80 H 1.42 -9.03 1.59
81 H -0.06 -9.36 0.71
82 H 0.56 -6.88 1.18
83 H 0.55 -7.21 2.77
84 H -2.55 -5.41 2.83
85 H -1.35 -5.12 1.42
86 H -0.96 -5.16 3.06
87 H -2.22 -6.76 -0.03
88 H -3.44 -7.66 0.97
89 H -1.92 -8.33 0.26
90 H -3.81 -7.86 2.91
91 C -2.85 -0.08 4.13
92 O -3.08 1.24 4.66
93 H -2.42 0.08 3.14
94 H -2.01 -0.59 4.59
95 H -3.76 -0.66 3.99
96 H -4.02 1.39 4.70
97 C 1.47 -2.13 -6.67
98 O 0.28 -2.71 -6.28
99 H 1.79 -1.59 -5.78
100 H 2.18 -2.83 -7.11
101 H 1.27 -1.45 -7.49
102 H -0.18 -1.97 -5.89
103 O -5.68 1.28 -0.14
104 H -5.58 0.87 -1.00
105 H -5.95 2.18 -0.33
106 O -3.61 -3.84 -3.44
107 H -3.53 -3.31 -4.23
108 H -3.03 -3.43 -2.81
109 O -1.62 -1.31 -1.41
110 H -0.83 -0.96 -1.82
111 H -1.81 -0.72 -0.69
112 O 1.42 1.12 -3.41
113 H 2.08 1.32 -2.74
114 H 1.44 1.89 -3.99
115 O -1.82 0.45 -5.12
116 H -1.09 0.77 -4.58
117 H -2.54 0.32 -4.49
118 O 2.16 -4.10 -2.93
119 H 1.62 -3.52 -2.40
120 H 1.59 -4.38 -3.64

As for the structure (SMILES): CC1(C)CCCC(C)(C)N1O.CC1(C)CCCC(C)(C)N1O.CC1(C)CCCC(C)(C)N1O.CO.CO.O.O.O.O.O.O. For the HOMO-LUMO gap, the calculation gives 8.1154 eV. The calculation puts the HOMO energy at -0.308 Ha.

***

[3]
A cluster of 9 separate species, C29H78N2O9 in total, computed with ωB97M-V with the def2-TZVPD basis set.

Geometry (Å):
1 C -0.87 7.32 4.17
2 O -0.40 6.28 3.27
3 C -1.10 4.99 3.49
4 C -0.83 4.09 2.28
5 C -1.55 4.68 1.09
6 N -1.33 2.73 2.59
7 H -0.20 8.16 3.99
8 H -0.93 7.01 5.26
9 H -1.84 7.66 3.79
10 H -0.72 4.51 4.40
11 H -2.16 5.16 3.79
12 H 0.25 4.22 2.17
13 H -1.65 3.96 0.27
14 H -0.97 5.52 0.77
15 H -2.54 4.96 1.43
16 H -0.70 2.32 3.27
17 H -1.30 2.17 1.81
18 C 2.80 -0.79 -4.53
19 O 3.93 -1.61 -4.48
20 C 4.40 -1.92 -3.22
21 C 5.64 -2.85 -3.26
22 C 5.91 -3.23 -1.82
23 N 6.77 -2.03 -3.81
24 H 1.90 -1.19 -4.07
25 H 2.69 -0.48 -5.56
26 H 3.09 0.18 -4.01
27 H 4.75 -1.01 -2.72
28 H 3.61 -2.50 -2.70
29 H 5.46 -3.74 -3.94
30 H 6.78 -3.91 -1.65
31 H 5.04 -3.69 -1.36
32 H 6.14 -2.34 -1.25
33 H 7.72 -2.41 -3.87
34 H 6.53 -1.52 -4.66
35 C 0.53 -6.22 -4.29
36 C 1.08 -4.83 -4.22
37 C 0.46 -3.97 -5.35
38 O 0.88 -4.15 -3.02
39 H 0.93 -6.69 -5.25
40 H -0.57 -6.13 -4.30
41 H 0.76 -6.79 -3.46
42 H 2.17 -4.89 -4.41
43 H 0.27 -4.59 -6.21
44 H 1.19 -3.19 -5.60
45 H -0.51 -3.57 -5.10
46 H 1.47 -4.32 -2.30
47 C -6.45 -2.30 -1.00
48 C -6.17 -1.18 -0.03
49 C -7.45 -0.87 0.78
50 O -5.11 -1.54 0.85
51 H -7.00 -3.07 -0.40
52 H -5.60 -2.75 -1.58
53 H -7.28 -1.98 -1.57
54 H -5.90 -0.30 -0.58
55 H -7.79 -1.85 1.05
56 H -8.27 -0.42 0.20
57 H -7.15 -0.20 1.62
58 H -4.63 -0.73 1.13
59 C 3.58 2.32 2.53
60 C 2.55 1.24 2.53
61 C 3.18 -0.16 2.50
62 O 1.64 1.31 3.60
63 H 4.12 2.39 1.60
64 H 4.26 2.20 3.35
65 H 3.14 3.27 2.73
66 H 1.96 1.50 1.69
67 H 3.95 -0.11 1.69
68 H 2.45 -0.97 2.36
69 H 3.56 -0.32 3.56
70 H 2.08 1.27 4.49
71 C 0.90 5.06 -3.08
72 C 0.94 3.65 -2.57
73 C 1.90 3.57 -1.44
74 O -0.42 3.32 -2.20
75 H 0.08 5.24 -3.84
76 H 1.80 5.39 -3.53
77 H 0.55 5.74 -2.31
78 H 1.24 2.92 -3.34
79 H 1.92 2.60 -0.94
80 H 1.65 4.30 -0.60
81 H 2.93 3.71 -1.83
82 H -0.78 4.13 -1.85
83 C -4.97 1.61 5.94
84 C -4.73 2.02 4.52
85 C -5.34 1.08 3.46
86 O -5.22 3.35 4.27
87 H -6.02 1.44 6.06
88 H -4.60 2.41 6.58
89 H -4.46 0.67 6.15
90 H -3.67 1.95 4.32
91 H -5.15 1.55 2.52
92 H -6.41 1.08 3.60
93 H -5.09 0.01 3.44
94 H -6.18 3.23 4.39
95 C 1.31 -3.67 0.90
96 C 2.65 -4.30 0.69
97 C 2.50 -5.84 0.66
98 O 3.13 -3.96 -0.68
99 H 1.38 -2.63 1.16
100 H 0.77 -4.20 1.72
101 H 0.64 -3.78 -0.02
102 H 3.38 -3.94 1.44
103 H 1.55 -6.25 0.27
104 H 2.63 -6.28 1.66
105 H 3.23 -6.14 -0.02
106 H 3.03 -3.01 -0.75
107 C 0.56 -0.47 -1.03
108 C -0.90 -0.16 -0.66
109 C -1.54 -1.03 0.41
110 O -0.92 1.18 -0.06
111 H 0.84 0.21 -1.86
112 H 0.62 -1.53 -1.42
113 H 1.15 -0.37 -0.09
114 H -1.50 -0.17 -1.62
115 H -2.57 -0.61 0.55
116 H -1.00 -0.98 1.32
117 H -1.57 -2.03 0.02
118 H -0.89 1.87 -0.79

As for the structure (SMILES): COC[C@H](C)N.COC[C@H](C)N.CC(C)O.CC(C)O.CC(C)O.CC(C)O.CC(C)O.CC(C)O.CC(C)O. For the HOMO-LUMO gap, the calculation gives 9.4278 eV. The calculation puts the HOMO energy at -0.325 Ha.

***

| no. | calculated total energy (eV) |
| --- | --- |
| 1 | -74665.7394 |
| 2 | -58307.4997 |
| 3 | -52742.0537 |